Below is C39H41HgN11PS4Sb2 as an isolated structure at a distorted geometry, with properties calculated with the ωB97M-V functional and the def2-TZVPD basis.

Each line ends with the Löwdin spin population.
CARTESIAN COORDINATES (ANGSTROEM)
Hg (-0.483, -0.446, 2.477)  0.00
C (-1.605, 4.446, -2.953)  0.00
N (-1.728, 3.355, -2.036)  0.00
C (-2.266, 2.124, -2.329)  0.00
C (-2.328, 1.464, -1.110)  0.00
N (-1.841, 2.230, -0.095)  0.00
C (-1.472, 3.355, -0.683)  0.00
P (-1.074, 4.905, 0.217)  0.00
C (-2.086, 4.920, 1.702)  0.00
N (-1.458, 4.971, 2.827)  0.00
C (-2.383, 4.768, 3.770)  0.00
C (-3.600, 4.579, 3.163)  0.00
N (-3.415, 4.756, 1.824)  0.00
C (-4.501, 4.639, 0.853)  0.00
C (0.499, 4.380, 1.013)  0.00
N (0.709, 3.363, 1.815)  0.00
C (1.999, 3.359, 2.205)  0.00
C (2.660, 4.375, 1.555)  0.00
N (1.690, 5.020, 0.774)  0.00
C (1.913, 6.307, 0.186)  0.00
H (-0.526, 4.721, -3.064)  0.00
H (-2.258, 5.299, -2.705)  0.00
H (-1.914, 4.053, -3.910)  0.00
H (-2.440, 1.806, -3.352)  0.00
H (-2.675, 0.486, -0.934)  0.00
H (-2.182, 4.664, 4.835)  0.00
H (-4.629, 4.381, 3.514)  0.00
H (-5.233, 5.367, 1.179)  0.00
H (-4.950, 3.640, 0.760)  0.00
H (-4.112, 4.807, -0.179)  0.00
H (2.426, 2.586, 2.838)  0.00
H (3.680, 4.705, 1.639)  0.00
H (0.994, 6.753, -0.259)  0.00
H (2.594, 6.322, -0.623)  0.00
H (2.158, 7.024, 0.928)  0.00
N (3.957, -2.732, 1.985)  0.00
C (3.171, -3.863, 2.040)  0.00
N (2.404, -3.802, 3.134)  0.00
C (2.762, -2.620, 3.685)  0.00
N (3.688, -1.967, 3.059)  0.00
C (2.010, -2.121, 4.858)  0.00
C (2.637, -1.181, 5.688)  0.00
N (1.968, -0.495, 6.566)  0.00
C (0.709, -0.757, 6.649)  0.00
C (0.067, -1.803, 5.915)  0.00
N (0.746, -2.475, 5.016)  0.00
H (4.495, -2.406, 1.206)  0.00
H (3.126, -4.667, 1.341)  0.00
H (3.658, -0.900, 5.467)  0.00
H (0.085, -0.214, 7.348)  0.00
H (-1.014, -2.070, 6.109)  0.00
S (-4.665, -1.413, -0.980)  0.01
Sb (-4.954, -0.386, 1.115)  -0.01
S (-5.022, -2.757, 2.511)  0.47
S (-3.153, -2.696, 3.197)  0.50
S (-6.973, 0.779, 1.044)  0.00
C (-2.797, -2.000, -3.681)  0.00
C (-1.477, -1.622, -4.314)  0.00
C (-1.486, -1.523, -5.714)  0.00
C (-0.324, -1.335, -6.396)  0.00
C (0.920, -1.227, -5.689)  0.00
C (0.909, -1.332, -4.330)  0.00
C (-0.281, -1.520, -3.599)  0.00
Sb (-0.414, -1.742, -1.501)  0.00
C (0.118, -3.809, -1.472)  0.00
C (0.295, -4.594, -2.591)  0.00
C (0.379, -5.997, -2.520)  0.00
C (0.554, -6.632, -1.257)  0.00
C (0.441, -5.841, -0.109)  0.00
C (0.106, -4.450, -0.222)  0.00
C (-0.298, -3.758, 0.996)  0.01
C (1.533, -0.842, -1.046)  0.00
C (1.366, 0.463, -0.570)  0.00
C (2.487, 1.242, -0.224)  0.00
C (3.765, 0.767, -0.387)  0.00
C (3.989, -0.489, -0.926)  0.00
C (2.892, -1.285, -1.221)  0.00
C (3.168, -2.683, -1.771)  0.00
H (-3.611, -1.265, -3.769)  0.00
H (-2.698, -2.036, -2.572)  0.00
H (-3.100, -2.972, -4.002)  0.00
H (-2.428, -1.732, -6.218)  0.00
H (-0.237, -1.400, -7.508)  0.00
H (1.884, -1.158, -6.184)  0.00
H (1.885, -1.251, -3.870)  0.00
H (0.294, -4.072, -3.571)  0.00
H (0.469, -6.622, -3.387)  0.00
H (0.745, -7.703, -1.211)  0.00
H (0.380, -6.249, 0.886)  0.00
H (-0.172, -4.331, 1.944)  0.00
H (-1.357, -3.526, 0.874)  0.01
H (0.176, -2.810, 1.163)  0.00
H (0.412, 0.823, -0.366)  0.00
H (2.469, 2.189, 0.297)  0.00
H (4.608, 1.321, 0.045)  0.00
H (4.998, -0.849, -1.023)  0.00
H (4.153, -2.819, -2.189)  0.00
H (2.440, -2.854, -2.577)  0.00
H (2.976, -3.415, -1.014)  0.00

**Energy above the lowest of the compared OMol25 structures with the same formula, charge and spin**: 171.10 kJ/mol
**Highest occupied orbital energy (alpha / beta)**: -0.74 / -0.69 eV
**Net charge**: -2
**Spin multiplicity**: 2

Below is C39H41IrN2O7P4S as an isolated structure at a distorted geometry, with properties calculated with the ωB97M-V functional and the def2-TZVPD basis.

Each line ends with the Löwdin spin population.
CARTESIAN COORDINATES (ANGSTROEM)
Ir (-0.143, -0.164, 0.781)  0.00
C (1.982, 0.285, 4.086)  0.00
C (1.205, 1.578, 3.877)  0.00
O (1.449, 2.413, 4.985)  0.00
P (1.610, 2.395, 2.313)  0.00
O (3.141, 2.501, 2.014)  0.00
O (1.094, 3.867, 2.369)  0.00
O (0.966, 1.577, 1.212)  0.00
P (-0.602, 1.332, 3.643)  0.00
O (-1.159, 0.697, 4.967)  0.00
O (-1.193, 2.615, 3.217)  0.00
O (-0.726, 0.113, 2.655)  0.00
H (3.008, 0.520, 4.363)  0.00
H (1.994, -0.332, 3.187)  0.00
H (1.530, -0.286, 4.897)  0.00
H (1.060, 3.290, 4.851)  0.00
H (3.671, 3.018, 2.639)  0.00
H (0.124, 3.876, 2.540)  0.00
H (-1.555, 1.336, 5.575)  0.00
C (-3.332, -2.563, -0.561)  0.00
C (-2.118, -2.581, -1.474)  0.00
P (-0.808, -1.314, -1.243)  0.00
C (0.568, -2.235, -1.963)  0.00
C (1.173, -1.863, -3.158)  0.00
C (2.166, -2.670, -3.703)  0.00
C (2.553, -3.834, -3.058)  0.00
C (1.951, -4.205, -1.860)  0.00
C (0.961, -3.410, -1.315)  0.00
C (-1.291, 0.076, -2.308)  0.00
C (-1.667, -0.201, -3.628)  0.00
C (-2.101, 0.813, -4.467)  0.00
C (-2.170, 2.120, -4.003)  0.00
C (-1.795, 2.409, -2.698)  0.00
C (-1.358, 1.394, -1.861)  0.00
C (-3.651, -1.138, -0.129)  0.00
P (-2.550, -0.576, 1.218)  0.00
C (-3.387, 0.870, 1.832)  0.00
C (-3.721, 0.992, 3.182)  0.00
C (-4.448, 2.093, 3.602)  0.00
C (-4.803, 3.083, 2.698)  0.00
C (-4.456, 2.972, 1.357)  0.00
C (-3.753, 1.864, 0.920)  0.00
C (-2.598, -1.962, 2.364)  0.00
C (-3.850, -2.311, 2.876)  0.00
C (-3.984, -3.434, 3.678)  0.00
C (-2.877, -4.218, 3.966)  0.00
C (-1.632, -3.883, 3.447)  0.00
C (-1.495, -2.758, 2.652)  0.00
H (-3.149, -3.185, 0.315)  0.00
H (-4.184, -3.011, -1.074)  0.00
H (-2.406, -2.381, -2.508)  0.00
H (-1.627, -3.554, -1.468)  0.00
H (0.885, -0.954, -3.669)  0.00
H (2.628, -2.390, -4.640)  0.00
H (3.316, -4.465, -3.495)  0.00
H (2.245, -5.120, -1.365)  0.00
H (0.476, -3.720, -0.393)  0.00
H (-1.618, -1.207, -4.024)  0.00
H (-2.388, 0.579, -5.483)  0.00
H (-2.518, 2.908, -4.656)  0.00
H (-1.845, 3.424, -2.329)  0.00
H (-1.088, 1.663, -0.839)  0.00
H (-4.635, -1.063, 0.342)  0.00
H (-3.649, -0.436, -0.964)  0.00
H (-3.434, 0.228, 3.892)  0.00
H (-4.741, 2.178, 4.639)  0.00
H (-5.361, 3.944, 3.039)  0.00
H (-4.746, 3.741, 0.656)  0.00
H (-3.507, 1.769, -0.130)  0.00
H (-4.728, -1.717, 2.654)  0.00
H (-4.956, -3.694, 4.074)  0.00
H (-2.982, -5.092, 4.593)  0.00
H (-0.769, -4.493, 3.671)  0.00
H (-0.506, -2.510, 2.266)  0.00
S (5.679, 0.127, -2.043)  0.00
C (4.038, 0.088, -1.520)  0.00
C (3.687, -0.975, -0.664)  0.00
C (2.413, -1.065, -0.187)  0.00
N (1.449, -0.157, -0.488)  0.00
C (1.784, 0.876, -1.298)  0.00
C (3.035, 1.017, -1.834)  0.00
C (5.754, 1.460, -3.209)  -0.02
C (5.011, 1.452, -4.382)  0.05
C (5.217, 2.482, -5.294)  0.08
N (6.108, 3.427, -5.058)  0.70
C (6.837, 3.447, -3.962)  0.08
C (6.688, 2.459, -2.987)  0.05
H (4.409, -1.731, -0.387)  0.00
H (2.123, -1.886, 0.456)  0.00
H (1.010, 1.593, -1.524)  0.00
H (3.231, 1.863, -2.475)  0.00
H (4.312, 0.657, -4.609)  0.01
H (4.675, 2.531, -6.230)  0.02
H (7.549, 4.254, -3.848)  0.02
H (7.293, 2.481, -2.091)  0.01

**Energy above the lowest of the compared OMol25 structures with the same formula, charge and spin**: 325.56 kJ/mol
**Highest occupied orbital energy (alpha / beta)**: -15.50 / -15.50 eV
**Net charge**: +3
**Spin multiplicity**: 2